[1]
C37H44ClMoN8OS2 as an isolated structure. Source: OMol25; level of theory: ωB97M-V/def2-TZVPD.

Atoms and positions in Å:
Mo (0.28, -0.54, 0.26)
Cl (4.16, -3.99, -4.87)
C (3.06, -3.44, -3.66)
C (2.55, -4.35, -2.73)
C (1.67, -3.94, -1.74)
C (1.31, -2.61, -1.69)
O (0.49, -2.18, -0.71)
C (1.79, -1.69, -2.63)
C (1.25, -0.37, -2.66)
N (0.45, 0.15, -1.79)
C (-0.35, 1.30, -2.16)
C (-0.38, 1.87, -3.41)
C (-1.28, 2.91, -3.69)
C (-2.16, 3.34, -2.73)
C (-2.15, 2.75, -1.45)
C (-3.05, 3.13, -0.42)
C (-2.92, 2.58, 0.81)
C (-1.91, 1.63, 1.04)
N (-1.14, 1.14, 0.08)
C (-1.22, 1.74, -1.17)
C (2.68, -2.12, -3.63)
H (2.87, -5.38, -2.78)
H (1.28, -4.65, -1.02)
H (1.48, 0.21, -3.55)
H (0.25, 1.52, -4.21)
H (-1.28, 3.36, -4.67)
H (-2.87, 4.13, -2.94)
H (-3.78, 3.91, -0.62)
H (-3.51, 2.92, 1.65)
H (-1.74, 1.25, 2.03)
H (3.05, -1.42, -4.37)
C (-0.90, 0.18, 5.43)
C (0.52, 0.37, 4.87)
C (1.45, -0.75, 5.37)
C (1.07, 1.73, 5.31)
C (0.42, 0.29, 3.40)
C (0.32, 0.17, 2.18)
H (-0.84, 0.13, 6.52)
H (-1.36, -0.75, 5.08)
H (-1.54, 1.02, 5.16)
H (1.59, -0.64, 6.45)
H (2.43, -0.70, 4.89)
H (1.02, -1.74, 5.19)
H (1.04, 1.78, 6.40)
H (0.50, 2.56, 4.90)
H (2.11, 1.85, 5.00)
S (-0.36, 4.20, 2.23)
C (0.84, 4.66, 1.15)
N (2.11, 4.89, 1.60)
C (3.17, 5.31, 0.86)
C (3.03, 5.53, -0.47)
C (1.74, 5.33, -1.02)
C (0.69, 4.91, -0.25)
H (2.22, 4.78, 2.60)
H (4.09, 5.47, 1.40)
H (3.86, 5.88, -1.06)
H (1.58, 5.53, -2.07)
H (-0.30, 4.80, -0.67)
C (5.45, -1.17, -0.71)
C (5.33, -2.18, 0.42)
C (3.95, -2.21, 1.02)
N (2.99, -1.41, 0.69)
N (1.82, -1.71, 1.38)
C (1.92, -2.69, 2.21)
N (0.86, -3.11, 2.97)
S (3.49, -3.37, 2.24)
H (6.44, -1.22, -1.14)
H (5.29, -0.15, -0.35)
H (4.72, -1.37, -1.49)
H (6.04, -1.96, 1.22)
H (5.57, -3.19, 0.08)
H (0.27, -2.35, 3.28)
H (1.06, -3.79, 3.69)
C (-4.01, -3.92, 0.34)
C (-2.70, -3.11, 0.21)
N (-2.89, -1.72, 0.65)
C (-4.02, -1.13, -0.08)
C (-5.35, -1.83, 0.29)
N (-4.99, -3.06, 1.10)
C (-4.38, -2.64, 2.41)
C (-3.20, -1.70, 2.08)
H (-3.90, -4.84, 0.90)
H (-4.47, -4.15, -0.62)
H (-2.38, -3.11, -0.83)
H (-1.91, -3.56, 0.80)
H (-3.83, -1.23, -1.15)
H (-4.09, -0.07, 0.15)
H (-5.91, -2.17, -0.58)
H (-6.00, -1.23, 0.92)
H (-5.84, -3.59, 1.28)
H (-4.08, -3.56, 2.92)
H (-5.16, -2.17, 3.00)
H (-2.32, -2.00, 2.65)
H (-3.44, -0.68, 2.37)

Computed properties:
Relative energy (zero: lowest compared OMol25 entry of this formula, charge and spin): 155.32 kJ/mol
HOMO energy (spin up / spin down): -13.74 / -13.74 eV
E_tot: -3273.44849 Eh
Multiplicity: 3
Expectation value of S²: 2.0412
Gap between HOMO and LUMO (spin up / spin down): 3.905 / 4.858 eV
LUMO level (spin up / spin down): -9.83 / -8.88 eV
Total charge: +3

Results of the Mulliken charge analysis, in e, for atoms 1 through 2: Mo 0.56; Cl -0.15

---

[2]
C37H44F3N3O9Si2 as an isolated structure. Source: OMol25; level of theory: ωB97M-V/def2-TZVPD.

Atoms and positions in Å:
C (3.29, 3.14, 3.49)
C (1.82, 2.77, 3.24)
C (1.41, 1.47, 3.97)
C (1.51, 2.65, 1.75)
Si (2.57, 1.38, 0.84)
C (1.48, -0.09, 0.40)
C (1.67, -0.59, -1.05)
C (1.08, 0.33, -2.05)
F (1.97, 0.97, -2.89)
C (-0.23, 0.76, -2.17)
F (-0.68, 1.97, -1.74)
F (-1.25, 0.09, -2.78)
O (3.02, 2.10, -0.60)
Si (4.64, 2.07, -0.99)
C (4.89, 3.22, -2.44)
C (4.93, 4.69, -1.97)
C (3.62, 5.44, -2.25)
C (2.57, 5.37, -1.13)
N (2.34, 6.68, -0.54)
C (1.32, 6.71, 0.45)
N (1.61, 7.16, 1.60)
N (0.04, 6.25, 0.08)
H (3.82, 2.29, 3.91)
H (3.32, 3.93, 4.23)
H (3.79, 3.49, 2.60)
H (1.19, 3.56, 3.64)
H (2.26, 0.80, 4.03)
H (1.10, 1.72, 4.98)
H (0.58, 1.02, 3.44)
H (1.69, 3.61, 1.27)
H (0.46, 2.41, 1.56)
H (3.71, 0.99, 1.70)
H (0.45, 0.24, 0.48)
H (1.61, -0.87, 1.14)
H (2.72, -0.74, -1.29)
H (1.21, -1.59, -1.16)
H (5.49, 2.46, 0.15)
H (5.04, 0.68, -1.35)
H (5.76, 2.92, -3.02)
H (4.00, 3.08, -3.05)
H (5.73, 5.22, -2.48)
H (5.11, 4.73, -0.90)
H (3.87, 6.49, -2.36)
H (3.19, 5.13, -3.19)
H (2.95, 4.73, -0.33)
H (1.68, 4.89, -1.54)
H (2.14, 7.37, -1.26)
H (0.79, 7.13, 2.21)
H (0.15, 5.39, -0.46)
H (-0.50, 5.98, 0.90)
C (-1.36, -5.81, -1.95)
C (-0.78, -4.87, -1.20)
C (-1.01, -3.43, -1.47)
O (-0.48, -2.56, -0.79)
C (-1.91, -3.07, -2.59)
C (-2.49, -4.01, -3.34)
C (-2.26, -5.45, -3.07)
O (-2.79, -6.31, -3.75)
H (-1.20, -6.86, -1.77)
H (-0.13, -5.11, -0.38)
H (-2.07, -2.02, -2.77)
H (-3.15, -3.77, -4.16)
C (-3.14, 6.98, 3.27)
C (-4.30, 7.14, 3.89)
C (-5.15, 5.98, 4.26)
O (-6.21, 6.13, 4.82)
C (-4.65, 4.62, 3.90)
C (-3.49, 4.46, 3.28)
C (-2.64, 5.62, 2.92)
O (-1.58, 5.47, 2.36)
H (-2.50, 7.81, 3.00)
H (-4.69, 8.12, 4.16)
H (-5.28, 3.79, 4.18)
H (-3.10, 3.49, 3.01)
C (0.36, -3.43, 2.34)
C (0.49, -2.44, 3.21)
C (0.42, -2.69, 4.68)
O (0.53, -1.79, 5.48)
C (0.23, -4.10, 5.12)
C (0.12, -5.09, 4.25)
C (0.18, -4.84, 2.78)
O (0.07, -5.74, 1.98)
H (0.39, -3.26, 1.27)
H (0.63, -1.41, 2.91)
H (0.20, -4.26, 6.19)
H (-0.02, -6.12, 4.55)
C (-4.84, -11.53, -6.18)
C (-3.54, -11.27, -5.99)
C (-3.09, -9.97, -5.43)
O (-1.92, -9.74, -5.26)
C (-4.14, -8.98, -5.07)
C (-5.43, -9.24, -5.26)
C (-5.88, -10.54, -5.82)
O (-7.06, -10.78, -5.99)
H (-5.19, -12.47, -6.59)
H (-2.77, -11.98, -6.25)
H (-3.79, -8.04, -4.66)
H (-6.21, -8.53, -5.01)

Computed properties:
Relative energy (zero: lowest compared OMol25 entry of this formula, charge and spin): 0.00 kJ/mol
HOMO energy: -8.20 eV
E_tot: -3156.11277 Eh
Gap between HOMO and LUMO: 6.278 eV
LUMO level: -1.93 eV
Total charge: 0

Results of the Mulliken charge analysis, in e, for atoms 1 through 2: C -1.42; C 0.68

---

[3]
A 6-piece molecular cluster, C37H44F43NO14P2S2 overall. Source: OMol25; level of theory: ωB97M-V/def2-TZVPD.

Atoms and positions in Å:
C (4.30, -0.95, -4.80)
C (5.29, -2.00, -4.21)
O (5.96, -1.42, -3.09)
C (7.38, -1.55, -3.18)
C (7.92, -1.31, -1.75)
O (8.98, -2.16, -1.37)
C (8.53, -3.43, -1.02)
C (7.72, -3.45, 0.33)
C (6.44, -4.31, 0.22)
O (5.29, -3.44, 0.10)
C (4.29, -4.21, -0.46)
O (4.02, -4.14, -1.56)
O (9.64, -4.28, -0.90)
C (9.23, -5.64, -0.97)
C (10.38, -6.60, -1.33)
O (10.44, -7.10, -2.65)
C (10.19, -6.26, -3.70)
O (8.81, -6.09, -3.97)
S (11.03, -4.62, -3.67)
C (10.76, -7.04, -4.99)
F (10.05, -6.81, -6.06)
F (10.82, -8.34, -4.73)
F (12.02, -6.70, -5.19)
P (12.07, -5.96, -0.67)
S (13.50, -6.67, -1.81)
P (10.06, -8.13, -0.26)
N (10.11, -7.86, 1.27)
O (11.04, -9.28, -0.78)
O (8.54, -8.60, -0.62)
H (4.08, -1.13, -5.85)
H (3.34, -1.02, -4.26)
H (4.74, 0.04, -4.61)
H (4.66, -2.82, -3.83)
H (5.97, -2.38, -4.99)
H (7.67, -2.53, -3.60)
H (7.72, -0.74, -3.84)
H (7.06, -1.30, -1.06)
H (8.33, -0.29, -1.73)
H (7.82, -3.76, -1.80)
H (7.41, -2.45, 0.63)
H (8.36, -3.84, 1.14)
H (6.46, -4.96, -0.67)
H (6.32, -4.97, 1.09)
H (3.78, -4.89, 0.25)
H (8.93, -5.90, 0.07)
H (8.31, -5.79, -1.56)
H (8.79, -5.28, -4.50)
H (11.25, -4.30, -4.97)
H (12.29, -6.42, 0.65)
H (12.11, -4.55, -0.66)
H (10.34, -6.89, 1.44)
H (11.78, -9.42, -0.16)
H (8.44, -8.69, -1.58)
F (3.48, -2.31, 6.18)
C (2.76, -1.73, 5.20)
F (1.47, -1.67, 5.64)
C (2.82, -2.52, 3.90)
F (2.25, -3.73, 4.04)
F (2.07, -1.85, 2.98)
C (4.22, -2.70, 3.27)
O (4.89, -3.92, 3.54)
C (5.61, -4.04, 4.72)
F (5.73, -2.84, 5.31)
F (6.86, -4.43, 4.38)
C (5.01, -5.09, 5.66)
F (3.73, -4.82, 5.95)
F (5.70, -5.11, 6.83)
H (3.11, -0.70, 5.06)
H (4.06, -2.71, 2.20)
H (4.86, -1.83, 3.45)
H (5.06, -6.08, 5.20)
F (0.51, -1.27, -3.27)
C (0.45, -2.48, -3.87)
F (1.52, -2.56, -4.69)
C (-0.84, -2.66, -4.67)
F (-0.88, -1.78, -5.70)
F (-0.80, -3.90, -5.23)
C (-2.15, -2.57, -3.88)
O (-2.83, -1.32, -3.89)
C (-2.43, -0.35, -2.98)
F (-1.60, -0.89, -2.07)
F (-3.54, 0.02, -2.31)
C (-1.83, 0.88, -3.67)
F (-0.78, 0.54, -4.44)
F (-1.38, 1.75, -2.73)
H (0.55, -3.26, -3.11)
H (-2.84, -3.25, -4.38)
H (-2.05, -2.97, -2.87)
H (-2.58, 1.37, -4.29)
F (-4.79, 2.28, 2.68)
C (-5.40, 3.44, 2.38)
F (-6.73, 3.17, 2.27)
C (-4.89, 4.05, 1.08)
F (-5.19, 3.25, 0.03)
F (-5.58, 5.21, 0.88)
C (-3.40, 4.41, 1.03)
O (-2.52, 3.47, 0.43)
C (-2.06, 2.41, 1.20)
F (-2.35, 2.62, 2.50)
F (-0.72, 2.42, 1.10)
C (-2.58, 1.06, 0.70)
F (-3.93, 1.03, 0.67)
F (-2.18, 0.06, 1.52)
H (-5.27, 4.13, 3.22)
H (-3.32, 5.29, 0.39)
H (-3.02, 4.74, 2.00)
H (-2.21, 0.85, -0.31)
F (-10.65, 2.65, 1.76)
C (-9.64, 2.97, 2.59)
F (-9.33, 1.85, 3.28)
C (-10.01, 4.09, 3.56)
F (-11.00, 3.69, 4.40)
F (-8.92, 4.32, 4.34)
C (-10.41, 5.44, 2.94)
O (-11.80, 5.71, 2.79)
C (-12.44, 5.21, 1.66)
F (-11.52, 4.76, 0.78)
F (-13.05, 6.26, 1.06)
C (-13.50, 4.16, 2.00)
F (-12.98, 3.14, 2.69)
F (-14.02, 3.66, 0.86)
H (-8.77, 3.25, 1.99)
H (-10.07, 6.20, 3.65)
H (-9.86, 5.65, 2.03)
H (-14.30, 4.61, 2.59)
F (-12.65, 11.28, 3.02)
C (-11.84, 10.21, 3.15)
F (-10.89, 10.55, 4.06)
C (-11.18, 9.82, 1.83)
F (-10.35, 10.79, 1.39)
F (-10.39, 8.73, 2.09)
C (-12.14, 9.42, 0.69)
O (-12.45, 10.42, -0.27)
C (-13.47, 11.32, 0.02)
F (-14.16, 10.91, 1.10)
F (-14.33, 11.28, -1.02)
C (-12.95, 12.75, 0.17)
F (-12.00, 12.84, 1.12)
F (-13.96, 13.58, 0.52)
H (-12.42, 9.38, 3.56)
H (-11.61, 8.66, 0.11)
H (-13.03, 8.92, 1.07)
H (-12.52, 13.10, -0.78)

Computed properties:
SMILES: CCOCCO[C@H](CCOC=O)OC[C@@](O[C@@](O)(S)C(F)(F)F)([PH2]=S)P(=N)(O)O.FC(F)C(F)(F)COC(F)(F)C(F)F.FC(F)C(F)(F)COC(F)(F)C(F)F.FC(F)C(F)(F)COC(F)(F)C(F)F.FC(F)C(F)(F)COC(F)(F)C(F)F.FC(F)C(F)(F)COC(F)(F)C(F)F
HOMO energy: -8.71 eV
E_tot: -8317.65959 Eh
Gap between HOMO and LUMO: 8.794 eV
LUMO level: 0.08 eV
Total charge: 0

Results of the Mulliken charge analysis, in e, for atoms 1 through 2: C -0.90; C -0.21

---

[4]
C37H45GeN4O6PdS as an isolated structure. Source: OMol25; level of theory: ωB97M-V/def2-TZVPD.

Atoms and positions in Å:
Pd (-2.02, -1.36, 1.54)
O (-3.82, -2.80, 1.69)
N (-4.97, -2.40, 1.72)
N (-5.08, -1.06, 1.39)
O (-4.10, -0.37, 1.06)
C (-6.38, -0.49, 1.47)
C (-7.51, -1.31, 1.49)
C (-8.75, -0.71, 1.56)
C (-8.86, 0.67, 1.61)
C (-7.73, 1.47, 1.60)
C (-6.47, 0.90, 1.52)
H (-7.41, -2.38, 1.44)
H (-9.64, -1.33, 1.57)
H (-9.84, 1.13, 1.67)
H (-7.82, 2.55, 1.65)
H (-5.57, 1.50, 1.52)
O (-2.77, -0.65, 3.49)
C (-2.03, -1.48, 4.09)
O (-1.28, -2.24, 3.43)
H (-2.05, -1.54, 5.18)
C (3.11, -5.22, -2.83)
C (1.78, -5.82, -3.28)
C (0.58, -4.90, -3.07)
C (0.38, -4.54, -1.61)
N (-0.83, -3.75, -1.36)
C (-0.93, -2.44, -1.51)
S (-2.41, -1.68, -0.98)
N (0.07, -1.76, -2.04)
C (0.09, -0.32, -2.33)
C (0.77, 0.00, -3.66)
C (2.29, 0.08, -3.59)
C (2.99, -1.24, -3.26)
H (3.94, -5.84, -3.15)
H (3.17, -5.13, -1.74)
H (3.25, -4.22, -3.26)
H (1.60, -6.76, -2.74)
H (1.84, -6.08, -4.34)
H (-0.33, -5.39, -3.43)
H (0.70, -4.00, -3.68)
H (1.24, -3.99, -1.20)
H (0.29, -5.44, -1.01)
H (-1.61, -4.19, -0.91)
H (0.89, -2.28, -2.31)
H (0.62, 0.20, -1.53)
H (-0.94, 0.02, -2.33)
H (0.39, 0.97, -3.99)
H (0.44, -0.73, -4.41)
H (2.58, 0.84, -2.86)
H (2.66, 0.44, -4.56)
H (2.81, -1.55, -2.22)
H (4.07, -1.15, -3.36)
H (2.66, -2.04, -3.93)
O (-0.13, -0.27, 1.63)
C (0.50, -1.27, 1.21)
O (-0.14, -2.32, 0.91)
C (1.98, -1.22, 1.02)
C (2.45, 0.10, 0.43)
Ge (1.77, 1.88, 0.97)
C (-0.04, 2.55, 0.61)
C (-0.16, 3.94, 0.66)
C (-1.37, 4.57, 0.39)
C (-2.49, 3.82, 0.06)
C (-2.38, 2.43, 0.00)
C (-1.17, 1.81, 0.28)
C (2.91, 2.96, -0.20)
C (2.45, 3.46, -1.42)
C (3.30, 4.13, -2.28)
C (4.63, 4.33, -1.93)
C (5.10, 3.85, -0.72)
C (4.25, 3.17, 0.14)
C (2.33, 2.25, 2.81)
C (3.03, 1.29, 3.55)
C (3.52, 1.58, 4.82)
C (3.32, 2.84, 5.37)
C (2.63, 3.80, 4.65)
C (2.14, 3.50, 3.38)
H (2.29, -2.07, 0.41)
H (2.42, -1.40, 2.01)
H (2.39, 0.06, -0.67)
H (3.51, 0.23, 0.64)
H (0.71, 4.56, 0.86)
H (-1.44, 5.65, 0.43)
H (-3.43, 4.30, -0.16)
H (-3.24, 1.83, -0.27)
H (-1.13, 0.73, 0.26)
H (1.41, 3.33, -1.70)
H (2.93, 4.52, -3.22)
H (5.29, 4.86, -2.60)
H (6.14, 4.00, -0.44)
H (4.63, 2.81, 1.09)
H (3.20, 0.31, 3.15)
H (4.06, 0.82, 5.37)
H (3.70, 3.07, 6.36)
H (2.47, 4.78, 5.07)
H (1.61, 4.28, 2.84)

Computed properties:
Relative energy (zero: lowest compared OMol25 entry of this formula, charge and spin): 13.25 kJ/mol
HOMO energy (spin up / spin down): -10.84 / -10.84 eV
E_tot: -4709.96714 Eh
Multiplicity: 5
Expectation value of S²: 6.0356
Gap between HOMO and LUMO (spin up / spin down): 7.312 / 5.300 eV
LUMO level (spin up / spin down): -3.53 / -5.54 eV
Total charge: +1

Results of the Mulliken charge analysis, in e, for atoms 1 through 2: Pd 0.44; O -0.21

---

Look up the total charge of the third one.
0

---

What is the E_tot in the fourth record?
-4709.96714 Eh